{
  "formula": "C57H122N6O7",
  "method": "ωB97M-V with the def2-TZVPD basis set",
  "symbols": ["C", "C", "C", "C", "C", "C", "C", "C", "C", "N", "O", "H", "H", "H", "H", "H", "H", "H", "H", "H", "H", "H", "H", "H", "H", "H", "H", "H", "H", "H", "C", "C", "C", "C", "C", "C", "C", "C", "C", "N", "O", "H", "H", "H", "H", "H", "H", "H", "H", "H", "H", "H", "H", "H", "H", "H", "H", "H", "H", "H", "C", "C", "C", "C", "C", "C", "C", "C", "C", "N", "O", "H", "H", "H", "H", "H", "H", "H", "H", "H", "H", "H", "H", "H", "H", "H", "H", "H", "H", "H", "C", "C", "C", "C", "C", "C", "C", "C", "C", "N", "O", "H", "H", "H", "H", "H", "H", "H", "H", "H", "H", "H", "H", "H", "H", "H", "H", "H", "H", "H", "C", "C", "C", "C", "C", "C", "C", "C", "C", "N", "O", "H", "H", "H", "H", "H", "H", "H", "H", "H", "H", "H", "H", "H", "H", "H", "H", "H", "H", "H", "C", "C", "C", "C", "C", "C", "C", "C", "C", "N", "O", "H", "H", "H", "H", "H", "H", "H", "H", "H", "H", "H", "H", "H", "H", "H", "H", "H", "H", "H", "C", "C", "C", "O", "H", "H", "H", "H", "H", "H", "H", "H"],
  "coordinates": [[4.9595, -6.0701, -4.8951], [4.4118, -4.6173, -4.7352], [5.2144, -3.7553, -3.6916], [4.6185, -3.9254, -6.0979], [3.8153, -2.6121, -6.2157], [2.3212, -2.9718, -5.9389], [2.0060, -3.6298, -4.6089], [2.0707, -2.6347, -3.4438], [0.6204, -4.2650, -4.6509], [3.0162, -4.6950, -4.3789], [2.8144, -5.4129, -3.1788], [4.8425, -6.6219, -3.9624], [4.5162, -6.7447, -5.6277], [6.0085, -6.0319, -5.1886], [4.6908, -2.8113, -3.5407], [5.2469, -4.1948, -2.6947], [6.2149, -3.4756, -4.0214], [5.6485, -3.6164, -6.2761], [4.3510, -4.6236, -6.8911], [4.1332, -1.9077, -5.4470], [3.9293, -2.1193, -7.1812], [1.8965, -3.6275, -6.6990], [1.7701, -2.0463, -6.1061], [1.1006, -2.1462, -3.3524], [2.7426, -1.8039, -3.6593], [2.3794, -2.9989, -2.4639], [0.1081, -4.3811, -3.6958], [0.7388, -5.2303, -5.1429], [0.0120, -3.7275, -5.3783], [2.6739, -6.2874, -3.5491], [-0.1117, -4.3581, -0.5513], [-0.9475, -4.8269, 0.6826], [-1.6536, -6.1089, 0.2883], [-0.0337, -5.0250, 1.8672], [-0.7935, -5.1763, 3.1740], [-1.6998, -3.9651, 3.4465], [-2.6463, -3.7632, 2.2854], [-3.7139, -4.8245, 2.3737], [-3.2949, -2.3902, 2.5424], [-1.8748, -3.7754, 1.0094], [-2.6348, -3.2536, -0.0243], [0.6466, -5.0920, -0.8241], [-0.7314, -4.0160, -1.3802], [0.3554, -3.4087, -0.2895], [-2.2253, -6.6457, 1.0454], [-2.3010, -5.8182, -0.5390], [-0.9700, -6.8322, -0.1564], [0.5183, -5.9328, 1.6240], [0.7758, -4.2952, 1.8820], [-1.3028, -6.1396, 3.2002], [-0.0887, -5.2591, 4.0013], [-1.0782, -3.0836, 3.6039], [-2.2335, -4.1423, 4.3802], [-3.2934, -5.8240, 2.4850], [-4.3233, -4.7291, 1.4751], [-4.4090, -4.6823, 3.2012], [-2.5643, -1.5925, 2.4085], [-3.6586, -2.3624, 3.5696], [-4.1956, -2.2540, 1.9438], [-3.2735, -3.9206, -0.2864], [-5.6121, 3.1981, 3.1934], [-4.9401, 2.0180, 3.9817], [-5.2283, 0.7063, 3.1923], [-3.4044, 2.0819, 4.0645], [-2.8232, 3.2056, 4.9030], [-3.3193, 2.9424, 6.3079], [-4.8230, 2.7647, 6.5039], [-4.9259, 1.9894, 7.8141], [-5.6407, 4.0954, 6.7175], [-5.4207, 1.9560, 5.4041], [-6.8226, 1.6344, 5.5234], [-5.2022, 3.2617, 2.1854], [-6.6753, 2.9750, 3.1042], [-5.5061, 4.1616, 3.6919], [-6.2662, 0.4031, 3.0543], [-4.9115, 0.8035, 2.1539], [-4.7192, -0.1241, 3.6815], [-3.0032, 1.1316, 4.4166], [-3.0073, 2.2294, 3.0602], [-1.7401, 3.1583, 4.7898], [-3.2346, 4.1942, 4.6994], [-3.0124, 3.6580, 7.0707], [-2.6326, 2.1217, 6.5152], [-4.8657, 0.9082, 7.6897], [-5.8647, 2.1642, 8.3397], [-4.1643, 2.3460, 8.5075], [-5.1896, 4.7636, 7.4510], [-6.6510, 3.9642, 7.1051], [-5.7384, 4.6118, 5.7626], [-7.1247, 2.5456, 5.5112], [-2.0158, -0.8952, -4.4426], [-2.7303, 0.4879, -4.4221], [-4.1619, 0.2508, -4.8707], [-2.5959, 0.8706, -2.8934], [-2.7735, 2.3403, -2.5415], [-1.8981, 3.2299, -3.5317], [-2.1272, 2.9676, -5.0389], [-3.5400, 3.4622, -5.3513], [-1.1046, 3.7240, -5.8626], [-1.9920, 1.5169, -5.2829], [-1.9718, 1.1593, -6.6372], [-0.9423, -0.7951, -4.2825], [-2.2804, -1.5757, -3.6333], [-2.0451, -1.2798, -5.4620], [-4.8557, 0.8340, -4.2651], [-4.2852, 0.5279, -5.9176], [-4.5066, -0.7646, -4.6753], [-3.2820, 0.3293, -2.2419], [-1.5758, 0.6586, -2.5732], [-3.7828, 2.6993, -2.7433], [-2.5431, 2.5612, -1.4992], [-0.8357, 3.1864, -3.2919], [-2.3450, 4.2156, -3.4026], [-3.7697, 3.3696, -6.4128], [-3.7222, 4.5135, -5.1283], [-4.4209, 2.9383, -4.9804], [-1.0135, 4.7853, -5.6314], [-1.3368, 3.7216, -6.9276], [-0.1372, 3.2257, -5.7996], [-2.9129, 1.1807, -6.8254], [3.9755, 3.1778, -4.0584], [3.3953, 4.3109, -3.2490], [3.1278, 5.6208, -4.1069], [1.9122, 3.9323, -2.7410], [2.0157, 2.9166, -1.5861], [2.8950, 3.4188, -0.4567], [4.3628, 3.8618, -0.9399], [4.8538, 4.8275, 0.1252], [5.3638, 2.6871, -0.9757], [4.3306, 4.6501, -2.1560], [5.5673, 5.0916, -2.5984], [4.2042, 2.2762, -3.4901], [3.2908, 2.9248, -4.8678], [4.9026, 3.3966, -4.5882], [2.8046, 6.3719, -3.3861], [4.0967, 5.8731, -4.5379], [2.3785, 5.5196, -4.8921], [1.4483, 4.8765, -2.4558], [1.2701, 3.5349, -3.5271], [0.9970, 2.7556, -1.2332], [2.3946, 1.9254, -1.8351], [3.0970, 2.5543, 0.1757], [2.3537, 4.2113, 0.0600], [5.8877, 5.1378, -0.0262], [4.7350, 4.3056, 1.0748], [4.1988, 5.6941, 0.0363], [6.3739, 2.9736, -1.2683], [4.9839, 1.9072, -1.6357], [5.4324, 2.2301, 0.0115], [5.5060, 6.0367, -2.4414], [3.6610, 0.1238, 2.1569], [3.2292, 0.3109, 3.6130], [4.3449, -0.4287, 4.4507], [3.3246, 1.8197, 3.9727], [2.6330, 2.1529, 5.3016], [1.1821, 1.6735, 5.3043], [1.0343, 0.1307, 5.0375], [1.3790, -0.5283, 6.3853], [-0.5109, -0.0216, 4.6510], [1.8459, -0.3324, 3.8370], [1.7569, -1.7123, 3.5467], [4.5994, 0.6546, 1.9966], [3.7128, -0.9413, 1.9310], [2.9637, 0.5398, 1.4297], [4.2754, -1.5078, 4.3137], [5.3025, 0.0451, 4.2346], [4.1632, -0.2760, 5.5146], [4.3632, 2.1488, 4.0069], [2.8979, 2.4213, 3.1702], [3.1293, 1.5388, 6.0532], [2.7771, 3.2237, 5.4456], [0.7434, 2.3271, 4.5503], [0.8757, 1.9106, 6.3231], [0.9059, -1.5051, 6.4864], [0.9095, -0.0200, 7.2275], [2.4407, -0.6150, 6.6161], [-0.7204, -1.0663, 4.4212], [-0.6626, 0.5138, 3.7137], [-1.1990, 0.2798, 5.4407], [1.1577, -1.7159, 2.7967], [0.5063, -0.8700, -0.8316], [0.0671, -0.4789, 0.6056], [-1.3356, 0.0722, 0.5146], [0.0354, -1.5541, 1.5425], [1.5490, -1.1831, -0.7791], [0.4534, -0.0111, -1.5007], [-0.0891, -1.6149, -1.3595], [0.7073, 0.2308, 1.1296], [-1.4210, 0.9005, -0.1888], [-1.6150, 0.4092, 1.5128], [-2.0692, -0.6733, 0.2076], [-0.6017, -2.2038, 1.2367]],
  "forces_ev_per_angstrom": [[0.351, 0.214, 0.709], [1.319, 0.341, -0.031], [-0.407, -0.241, 0.068], [-0.525, 1.056, -0.341], [-1.223, -1.547, 0.746], [0.352, 0.743, -1.057], [1.243, -0.137, 1.950], [-0.267, 1.329, -0.201], [0.099, -0.484, -1.024], [-0.818, -0.346, -1.841], [-0.013, 0.372, -0.126], [0.449, 0.149, 0.221], [-0.648, 0.669, -0.404], [0.181, 0.057, 0.348], [-0.074, -0.009, -0.164], [0.137, -0.315, -0.109], [0.112, -0.378, -0.029], [0.334, -0.623, 0.373], [-0.208, 0.087, -0.146], [0.144, 0.071, -0.040], [-0.033, -0.167, -0.032], [0.454, -0.261, -0.353], [-0.437, 0.089, 0.616], [-0.173, -0.032, 0.210], [0.247, 0.018, -0.133], [-0.236, -0.543, -0.191], [0.191, 0.096, -0.061], [-0.064, -0.319, 0.263], [-0.318, 0.423, 0.380], [-0.221, -0.299, 0.410], [-0.321, 0.762, 0.878], [0.359, -0.174, -1.229], [-0.210, -0.533, -0.780], [0.579, -0.685, -0.127], [0.766, 0.319, 0.621], [1.146, -1.094, -0.170], [-0.096, 0.614, 0.923], [-0.634, -0.332, -0.492], [-0.202, -0.356, -0.385], [-0.020, 1.936, 1.982], [-0.057, 0.078, -0.643], [-0.145, 0.060, -0.160], [-0.197, -0.787, -0.217], [0.515, -0.282, 0.295], [0.076, 0.311, 0.030], [-0.450, -0.317, -0.050], [0.235, 0.043, 0.080], [-0.004, -0.360, 0.233], [-0.370, 0.583, 0.286], [-0.413, 0.107, -0.158], [0.219, 0.060, 0.010], [0.128, 0.068, -0.126], [-0.309, 0.125, -0.099], [-0.225, 0.085, -0.219], [-0.201, -0.510, -0.169], [0.180, 0.276, 0.151], [-0.201, 0.072, -0.120], [0.217, -0.090, 0.157], [0.200, 0.288, -0.342], [-0.414, -0.370, -0.188], [0.459, -0.667, 0.453], [-0.664, 0.185, 0.302], [-0.367, 0.062, 0.382], [-0.046, 1.001, -0.906], [-1.474, 0.580, 0.386], [1.570, 0.179, -0.006], [-1.505, -0.765, 0.192], [-0.661, -0.225, 0.790], [0.738, 0.019, -0.591], [1.322, -1.702, -0.803], [1.652, 1.281, 0.103], [0.038, 0.069, -0.018], [-0.066, 0.040, -0.010], [0.144, -0.017, -0.049], [-0.296, 0.378, 0.626], [0.618, 0.137, 0.073], [0.085, -0.010, -0.150], [-0.192, -0.042, 0.121], [-0.169, -0.263, -0.348], [0.002, 0.390, 0.335], [0.351, 0.155, -1.106], [0.047, 0.530, -0.252], [-1.062, -1.067, 0.952], [0.364, 0.097, -0.206], [-0.235, 0.033, -0.176], [0.175, -0.155, -0.013], [0.353, -0.011, -0.113], [-0.034, -0.595, -0.095], [0.118, 0.300, 0.064], [-1.271, 0.070, -0.003], [1.354, 0.898, -1.117], [1.141, -0.149, 1.271], [-0.671, 0.518, 0.707], [-0.013, 1.182, -0.205], [0.555, 0.873, -2.312], [-1.016, -0.485, 0.732], [-1.280, -0.784, 0.972], [-1.167, 0.312, -1.321], [0.329, -0.107, -0.804], [1.194, -1.038, 2.096], [-0.540, 0.128, 0.492], [0.226, 0.551, 0.067], [-0.853, -0.021, -0.361], [-0.487, -0.636, 0.173], [-0.066, 0.446, -0.217], [-0.360, -0.324, 0.004], [0.330, -0.185, -0.429], [-0.016, -0.626, -0.382], [0.061, -0.462, -0.138], [-0.325, -0.276, 0.290], [0.125, -0.049, -0.052], [-0.044, 0.102, 0.079], [0.842, 0.436, 0.230], [0.442, 0.176, -0.484], [0.344, 0.122, 0.109], [0.484, -0.344, 0.898], [-0.065, -0.081, 0.552], [-0.281, -0.257, -0.035], [0.108, 0.129, 0.293], [-0.317, -0.098, -1.045], [-0.047, -0.520, -1.293], [-1.279, 0.436, -0.786], [1.234, -1.143, 0.874], [2.358, -0.474, 0.644], [-0.523, 0.499, -0.100], [1.224, -0.183, -1.292], [0.279, 0.259, 0.718], [-0.289, -0.124, 0.184], [-0.847, -0.517, -0.044], [-3.356, 0.273, 0.118], [0.503, -0.219, -0.283], [-0.375, 0.073, 0.153], [-0.226, -0.278, 0.003], [0.179, 0.529, 0.270], [0.077, 0.205, -0.183], [-0.173, 0.454, -0.222], [0.054, -0.307, 0.081], [-0.070, -0.084, 0.557], [0.512, -0.036, -0.400], [-0.105, -0.178, 0.343], [-0.046, 0.040, -0.799], [-0.184, 0.293, 0.565], [0.468, 0.156, 0.234], [0.005, -0.125, 0.059], [0.173, 0.415, 0.331], [0.095, 0.153, 0.489], [-0.202, 0.205, -0.187], [0.254, -0.119, -0.109], [-0.006, 0.053, 0.150], [0.279, 0.182, -0.056], [-0.709, -0.032, -0.079], [0.679, -1.492, 0.583], [-1.280, 0.596, 0.341], [-1.173, -0.444, 0.080], [0.824, -1.252, -0.846], [1.667, 0.467, -0.688], [-0.845, 0.744, -0.349], [-0.722, -0.857, 0.194], [1.681, -0.908, 0.044], [0.000, 3.042, 0.354], [1.072, 0.529, 1.424], [0.232, -0.349, 0.010], [0.407, 0.025, -0.041], [-0.318, 0.197, 0.150], [0.399, 0.081, -0.386], [0.163, -0.521, -0.198], [0.048, 0.116, 0.077], [0.213, -0.409, 0.031], [-0.390, 0.011, -0.174], [0.403, 0.568, 0.416], [-0.318, -0.062, 0.578], [-0.896, -0.350, -0.001], [-0.905, -0.133, -0.284], [0.375, -0.414, -0.411], [0.037, 0.530, -0.107], [-0.079, -0.007, -0.265], [-0.004, -0.132, 0.089], [-0.125, 0.263, 0.191], [0.198, 0.265, 0.049], [-0.469, -0.097, -0.649], [0.916, 0.491, 0.762], [-1.091, -0.318, -0.813], [-0.416, 0.594, 0.481], [0.607, 0.120, -0.349], [0.049, -0.247, -0.323], [0.156, 0.346, 0.205], [-0.200, -0.231, 0.614], [0.304, 0.222, -0.648], [0.136, 0.138, 0.062], [-0.265, 0.208, -0.001], [0.141, -0.274, -0.083], [-0.593, -0.796, -0.043]],
  "lowdin_charge": [-0.0327, -0.4890, -0.0142, -0.1452, -0.1474, -0.1331, -0.4993, -0.0338, -0.0246, -0.1308, -0.0099, 0.0699, 0.0796, 0.0828, 0.0549, 0.0796, 0.0800, 0.1135, 0.1152, 0.0951, 0.1095, 0.1167, 0.1197, 0.0595, 0.0717, 0.0840, 0.0699, 0.0863, 0.0783, 0.0969, -0.0087, -0.5272, -0.0241, -0.1264, -0.1530, -0.1293, -0.5068, -0.0292, -0.0298, -0.1255, -0.0035, 0.0954, 0.0726, 0.0552, 0.0711, 0.0834, 0.0902, 0.1250, 0.1218, 0.1044, 0.1140, 0.1012, 0.1292, 0.0659, 0.0866, 0.0956, 0.0663, 0.0873, 0.0864, 0.0899, -0.0221, -0.4594, -0.0369, -0.1557, -0.1704, -0.1630, -0.4757, -0.0484, -0.0225, -0.1024, 0.0042, 0.0787, 0.0768, 0.0590, 0.0789, 0.0806, 0.0663, 0.0962, 0.1164, 0.1042, 0.1118, 0.1199, 0.1117, 0.0921, 0.0747, 0.0812, 0.0838, 0.0748, 0.0629, 0.0675, -0.0504, -0.4374, -0.0339, -0.1438, -0.1557, -0.1034, -0.5184, -0.0455, -0.0344, -0.1036, -0.0028, 0.0676, 0.0859, 0.0798, 0.0768, 0.0748, 0.0881, 0.1210, 0.0894, 0.0964, 0.0980, 0.0913, 0.1089, 0.0796, 0.0891, 0.0679, 0.0902, 0.0795, 0.0846, 0.0637, -0.0391, -0.4578, -0.0260, -0.1090, -0.1934, -0.1021, -0.4981, -0.0523, -0.0228, -0.1529, 0.0017, 0.0650, 0.0825, 0.0833, 0.0769, 0.0701, 0.0766, 0.1108, 0.0882, 0.0977, 0.1050, 0.0920, 0.1191, 0.0822, 0.0805, 0.0876, 0.0854, 0.0650, 0.0691, 0.1081, -0.0480, -0.4471, -0.0309, -0.1438, -0.1877, -0.1500, -0.4185, -0.0350, -0.0172, -0.0751, -0.0269, 0.0779, 0.0851, 0.0549, 0.0813, 0.0804, 0.0509, 0.1148, 0.1073, 0.0965, 0.1136, 0.1082, 0.1109, 0.0781, 0.0777, 0.0670, 0.0548, 0.0670, 0.0718, 0.0238, -0.0442, -0.4153, -0.0481, -0.0797, 0.0780, 0.0628, 0.0627, 0.1266, 0.0622, 0.0637, 0.0782, 0.0484],
  "total_energy_ha": -3099.8471,
  "smiles": "CC1(C)CCCC(C)(C)N1O.CC1(C)CCCC(C)(C)N1O.CC1(C)CCCC(C)(C)N1O.CC1(C)CCCC(C)(C)N1O.CC1(C)CCCC(C)(C)N1O.CC1(C)CCCC(C)(C)N1O.CC(C)O",
  "homo_lumo_gap_ev": 8.2,
  "charge": 0
}